[1]
160
Properties=species:S:1:pos:R:3:lowdin_charge:R:1 method="wB97M-V/def2-TZVPD" lumo_ev=0.0558 gap_ev=8.6 smiles="O=[PH2][C@H]1CCNC1=O.COCCNCCOC.COCCNCCOC.COCCNCCOC.COCCNCCOC.COCCNCCOC.COCCNCCOC" relative_energy_kj_mol=0.0
O -7.6205 2.2299 0.7836 -0.418
P -6.8963 2.0739 -0.4828 0.698
C -5.0917 2.0015 -0.4038 -0.353
C -4.3904 2.8796 -1.4737 -0.146
C -2.9367 2.9531 -0.9119 -0.146
N -2.9444 2.3562 0.4592 0.038
C -4.3452 2.5065 0.8257 -0.444
O -4.7653 3.0225 1.8084 0.164
H -7.1611 3.0959 -1.4125 0.018
H -7.2780 0.8989 -1.1574 0.011
H -4.7506 0.9987 -0.6004 0.116
H -4.8500 3.8544 -1.4553 0.108
H -4.5137 2.3849 -2.4162 0.081
H -2.6401 3.9622 -0.7236 0.086
H -2.2842 2.4515 -1.6014 0.109
H -2.7989 1.3576 0.4124 0.113
C 2.5655 8.1797 2.3593 -0.113
O 2.5889 8.3776 0.9606 -0.189
C 3.4470 7.5070 0.2388 -0.219
C 2.6848 6.4588 -0.5425 -0.217
N 2.0566 5.4764 0.3272 -0.045
C 1.0676 4.6041 -0.3006 -0.187
C -0.1212 5.2075 -1.0409 -0.222
O -1.1116 5.8004 -0.2213 -0.193
C -0.7905 7.0852 0.2784 -0.089
H 2.1028 9.0594 2.8024 0.088
H 1.9742 7.3041 2.6502 0.075
H 3.5760 8.0745 2.7640 0.088
H 4.1810 7.0448 0.9060 0.122
H 3.9923 8.1281 -0.4765 0.121
H 3.3889 5.9458 -1.2055 0.123
H 1.9628 6.9908 -1.1762 0.104
H 1.6348 5.9387 1.1188 0.069
H 0.6633 3.9659 0.4890 0.124
H 1.5941 3.9461 -1.0015 0.100
H -0.6259 4.3787 -1.5398 0.100
H 0.1816 5.8982 -1.8378 0.117
H -0.2538 7.6855 -0.4596 0.089
H -0.2104 7.0243 1.2023 0.075
H -1.7298 7.5840 0.5157 0.090
C -5.6722 2.9409 -6.1619 -0.105
O -4.7415 2.3996 -5.2453 -0.200
C -4.7578 0.9916 -5.1284 -0.227
C -3.5347 0.3644 -5.7664 -0.204
N -3.5679 0.4752 -7.2299 -0.047
C -2.3089 0.2513 -7.9583 -0.186
C -1.0924 1.1212 -7.6186 -0.228
O -1.1776 2.4518 -8.0866 -0.183
C -1.9796 3.3261 -7.3180 -0.096
H -5.7485 4.0065 -5.9543 0.091
H -5.3499 2.8218 -7.2019 0.073
H -6.6604 2.4886 -6.0418 0.090
H -5.6959 0.5712 -5.5032 0.125
H -4.7025 0.7697 -4.0576 0.105
H -3.4714 -0.6942 -5.4928 0.123
H -2.6702 0.8619 -5.3091 0.105
H -3.9064 1.3850 -7.5057 0.061
H -2.5090 0.3972 -9.0214 0.120
H -2.0377 -0.8013 -7.8264 0.115
H -0.2366 0.6917 -8.1447 0.122
H -0.8264 1.1183 -6.5543 0.102
H -1.8846 3.1295 -6.2470 0.090
H -3.0316 3.2741 -7.6122 0.067
H -1.6333 4.3402 -7.5156 0.090
C -2.2662 2.3735 3.7048 -0.123
O -1.0025 2.5687 4.3086 -0.190
C -0.8724 2.1436 5.6694 -0.209
C -0.0932 0.8494 5.8473 -0.208
N -0.8762 -0.2879 5.3674 -0.047
C -0.1906 -1.5499 5.0902 -0.193
C 0.9482 -1.6052 4.0844 -0.214
O 0.5613 -1.4356 2.7330 -0.205
C 0.2916 -0.1031 2.3382 -0.083
H -2.3021 2.9325 2.7767 0.060
H -2.4444 1.3167 3.4662 0.068
H -3.0773 2.7318 4.3451 0.093
H -1.8550 2.0493 6.1418 0.122
H -0.3233 2.9483 6.1658 0.119
H 0.1290 0.7051 6.9097 0.120
H 0.8643 0.9745 5.3242 0.106
H -1.3729 -0.0151 4.5330 0.062
H -0.9625 -2.2351 4.7323 0.119
H 0.1737 -1.9550 6.0397 0.114
H 1.3645 -2.6146 4.1446 0.113
H 1.7649 -0.9151 4.3299 0.118
H 0.9769 0.6080 2.8041 0.094
H -0.7397 0.1842 2.5555 0.061
H 0.4255 -0.0532 1.2559 0.081
C -2.8521 -8.7882 4.1134 -0.114
O -3.5014 -7.6391 4.6147 -0.189
C -3.7955 -7.6635 6.0034 -0.218
C -2.8921 -6.7504 6.8036 -0.217
N -1.5251 -7.2458 6.8641 -0.051
C -0.5231 -6.3020 7.3540 -0.197
C -0.3595 -4.9482 6.6711 -0.239
O 0.2394 -4.9827 5.3914 -0.192
C -0.6138 -5.3996 4.3411 -0.083
H -2.9340 -8.7586 3.0286 0.089
H -1.7870 -8.8144 4.3702 0.074
H -3.3266 -9.7048 4.4759 0.087
H -3.7631 -8.6871 6.3894 0.121
H -4.8204 -7.2996 6.1113 0.121
H -3.2884 -6.6826 7.8217 0.123
H -2.9641 -5.7515 6.3542 0.104
H -1.2433 -7.5845 5.9563 0.066
H 0.4431 -6.8080 7.2996 0.121
H -0.7236 -6.1198 8.4154 0.117
H 0.3286 -4.3673 7.2907 0.119
H -1.2968 -4.3781 6.6371 0.111
H -1.6317 -5.0234 4.4737 0.091
H -0.6274 -6.4889 4.2505 0.078
H -0.2125 -5.0047 3.4098 0.073
C 6.1533 -5.6531 0.3516 -0.115
O 5.7871 -4.5750 1.1853 -0.187
C 5.5360 -3.3475 0.5159 -0.216
C 4.0626 -3.0037 0.4642 -0.206
N 3.3166 -3.8943 -0.4264 -0.045
C 1.8711 -3.8204 -0.3058 -0.203
C 1.2421 -4.0459 1.0433 -0.240
O 1.2512 -5.3827 1.4955 -0.193
C 2.4796 -5.8359 2.0282 -0.091
H 6.5736 -6.4280 0.9902 0.089
H 5.2966 -6.0824 -0.1809 0.074
H 6.9101 -5.3538 -0.3793 0.087
H 5.9742 -3.3569 -0.4864 0.119
H 6.0414 -2.5686 1.0923 0.123
H 3.9624 -1.9761 0.0990 0.116
H 3.6881 -3.0255 1.4961 0.105
H 3.6145 -4.8499 -0.2901 0.067
H 1.4504 -4.5573 -0.9952 0.123
H 1.5478 -2.8368 -0.6653 0.113
H 0.1855 -3.7895 0.9400 0.126
H 1.6352 -3.3767 1.8116 0.090
H 2.9898 -5.0533 2.5951 0.092
H 3.1424 -6.2207 1.2478 0.072
H 2.2552 -6.6609 2.7049 0.089
C 5.9311 1.7582 -5.5049 -0.115
O 5.2357 0.5310 -5.5673 -0.190
C 5.4061 -0.3230 -4.4429 -0.209
C 4.1677 -0.3776 -3.5617 -0.211
N 3.9491 0.8753 -2.8618 -0.047
C 2.6467 1.0542 -2.2185 -0.188
C 1.3827 0.9248 -3.0505 -0.248
O 1.1731 1.9836 -3.9318 -0.177
C 1.9332 1.8626 -5.1081 -0.098
H 5.9398 2.1770 -6.5095 0.089
H 5.4457 2.4831 -4.8408 0.074
H 6.9645 1.6154 -5.1766 0.088
H 6.2898 -0.0328 -3.8649 0.122
H 5.5824 -1.3267 -4.8368 0.122
H 4.3015 -1.1704 -2.8318 0.114
H 3.3241 -0.6587 -4.2078 0.105
H 4.1124 1.6476 -3.4912 0.065
H 2.6466 2.0546 -1.7787 0.106
H 2.5721 0.3476 -1.3843 0.111
H 0.5432 0.9549 -2.3499 0.115
H 1.3081 -0.0362 -3.5753 0.115
H 1.9819 0.8289 -5.4594 0.092
H 2.9425 2.2585 -4.9703 0.072
H 1.4465 2.4651 -5.8755 0.089



[2]
22
Properties=species:S:1:pos:R:3:lowdin_charge:R:1 method="wB97M-V/def2-TZVPD" lumo_ev="-4.4494 / -4.4486" gap_ev="8.2 / 8.2" charge=+1 relative_energy_kj_mol=555.5
C 0.8450 1.5584 0.2215 -0.124
C -0.4594 1.5440 -0.0318 -0.031
C 3.7464 -0.6383 0.0639 0.085
C 2.8351 0.2391 -0.4224 -0.217
C 0.0214 -0.8454 -0.4127 0.124
C -1.5364 -0.2496 1.1593 0.005
C -1.9733 0.1057 -1.2434 0.032
N 1.5793 0.4018 0.1646 0.008
N -0.9762 0.1026 -0.1332 -0.381
H 1.3608 2.5530 0.5923 0.192
H -1.2450 2.1947 0.2599 0.118
H 4.6064 -1.0163 -0.4810 0.072
H 3.6407 -1.0714 1.0508 0.067
H 2.9421 0.4371 -1.4642 0.099
H 0.1888 -0.8051 -1.5446 0.157
H 0.2146 -1.6596 0.2630 0.121
H -1.5705 -1.4022 1.3113 0.156
H -0.7944 0.0200 1.8611 0.100
H -2.4059 0.3531 1.3210 0.114
H -2.6559 0.8819 -1.0650 0.098
H -1.5047 0.3020 -2.1674 0.106
H -2.5198 -0.7772 -1.2537 0.100



[3]
13
Properties=species:S:1:pos:R:3:lowdin_charge:R:1 method="wB97M-V/def2-TZVPD" lumo_ev=0.7367 gap_ev=9.8 smiles="C=C(C)O.O" relative_energy_kj_mol=124.0
C -1.9648 -0.9888 0.1335 0.026
C -0.8997 -0.2253 -0.0406 -0.471
O 0.1870 -0.3552 0.7742 0.016
C -0.7001 0.7426 -1.1801 -0.032
H -2.8210 -1.1754 -0.5236 0.067
H -2.0311 -1.6302 1.0172 0.060
H 0.1525 -1.2109 1.2210 0.108
H -0.4947 0.1024 -2.0391 0.088
H -0.0009 1.5662 -0.9976 0.083
H -1.5897 1.3231 -1.3904 0.074
H 2.6821 0.3089 1.0911 0.018
H 3.8480 1.1190 0.6583 0.023
O 3.6323 0.4237 1.2762 -0.062



[4]
47
Properties=species:S:1:pos:R:3:lowdin_charge:R:1 method="wB97M-V/def2-TZVPD" lumo_ev="2.7639 / 2.4977" gap_ev="5.9 / 7.5" s_squared=8.818 multiplicity=6 charge=-1 relative_energy_kj_mol=0.0
Fe 0.2180 0.0044 0.3365 0.596
C -1.3372 -0.0216 3.1937 -0.202
Si -1.8691 0.3041 1.4269 0.531
C -2.5408 2.0428 1.3344 -0.208
C -3.2092 -0.8984 0.9156 -0.309
C -4.4700 -1.0199 1.5136 -0.099
C -5.3884 -1.9445 1.0442 -0.105
C -5.0565 -2.7594 -0.0356 -0.103
C -3.8115 -2.6440 -0.6329 -0.099
C -2.8736 -1.7108 -0.1678 -0.300
Si -1.1437 -1.4875 -0.9274 0.554
C -0.4347 -3.2054 -0.9612 -0.177
C -1.4124 -0.8220 -2.6477 -0.187
H -2.2023 0.0625 3.8599 0.028
H -0.5794 0.6963 3.5184 0.031
H -0.9159 -1.0243 3.2882 0.025
H -3.3921 2.1249 2.0183 0.027
H -2.8855 2.2857 0.3273 0.027
H -1.7855 2.7755 1.6261 0.019
H -4.7389 -0.3885 2.3559 0.097
H -6.3604 -2.0368 1.5151 0.093
H -5.7729 -3.4838 -0.4060 0.093
H -3.5691 -3.2883 -1.4735 0.094
H -1.1630 -3.8679 -1.4397 0.028
H -0.2573 -3.5706 0.0532 0.041
H 0.5062 -3.2424 -1.5094 0.027
H -2.0064 -1.5578 -3.2009 0.030
H -0.4632 -0.6698 -3.1608 0.025
H -1.9684 0.1182 -2.6361 0.029
O 1.1727 -0.7560 -1.1765 -0.388
N 2.2014 -1.5731 -0.8440 -0.016
N 2.0971 -1.9041 0.4796 -0.221
O 1.1486 -1.3331 1.2648 -0.250
C 2.8723 -2.9055 1.0102 -0.216
C 2.7143 -3.2889 2.3499 -0.030
C 3.5036 -4.3013 2.8685 -0.114
C 4.4538 -4.9513 2.0893 -0.136
C 4.6052 -4.5622 0.7632 -0.118
C 3.8334 -3.5529 0.2143 -0.038
H 1.9806 -2.7809 2.9570 0.097
H 3.3713 -4.5871 3.9056 0.093
H 5.0656 -5.7406 2.5063 0.084
H 5.3426 -5.0537 0.1384 0.092
H 3.9532 -3.2535 -0.8156 0.090
Se 2.1290 3.9541 2.3076 0.439
C 1.3868 2.6663 1.3391 -0.945
N 0.8728 1.8389 0.6910 -0.033



[5]
9
Properties=species:S:1:pos:R:3:lowdin_charge:R:1 method="wB97M-V/def2-TZVPD" lumo_ev=4.5689 gap_ev=9.3 charge=-1 relative_energy_kj_mol=42.8
C -1.1090 1.1781 0.1790 -0.291
C 0.7351 -1.1024 -0.8849 -0.265
N -0.7910 -0.0962 -0.0880 -0.120
N -2.2485 1.2314 0.8501 -0.087
N -1.7996 -0.8305 0.4016 -0.101
N -2.6650 -0.0006 0.9239 -0.168
N 1.6443 -0.4753 -1.3423 -0.033
H -0.6298 2.1017 -0.0298 0.069
H 0.1586 -1.8927 -0.5698 -0.003



[6]
59
Properties=species:S:1:pos:R:3:lowdin_charge:R:1 method="wB97M-V/def2-TZVPD" lumo_ev=4.0480 gap_ev=5.5 charge=-2 relative_energy_kj_mol=20.8
Rb 0.0269 0.2070 0.7320 0.873
Cl 4.6182 -2.4160 5.9931 0.582
C 3.4030 -2.4143 4.7462 -0.711
C 3.3535 -1.3858 3.8237 -0.054
C 2.4061 -1.3480 2.7958 -0.239
N 2.4789 -0.3860 1.8235 0.010
C 2.7022 0.8728 2.1127 -0.607
O 2.6197 1.4692 3.2071 -0.032
C 3.0778 1.7468 0.9343 -0.211
C 4.0946 2.6875 1.1295 -0.014
C 4.3627 3.6099 0.1389 -0.087
C 3.5879 3.5877 -1.0165 -0.089
C 2.6247 2.5992 -1.1305 -0.151
N 2.3830 1.6874 -0.1993 0.059
C 1.4508 -2.4092 2.7244 -0.230
C 1.5380 -3.4377 3.6697 -0.054
C 2.4926 -3.4456 4.6670 -0.711
Cl 2.5294 -4.7399 5.8307 0.584
N 0.4061 -2.3509 1.8432 0.017
C -0.1824 -3.4403 1.3902 -0.541
O 0.1920 -4.6278 1.3973 -0.030
C -1.5575 -3.1855 0.8124 -0.198
C -2.5515 -4.0961 1.1912 -0.020
C -3.8252 -3.9626 0.6817 -0.090
C -4.0738 -2.9171 -0.1997 -0.090
C -3.0286 -2.0631 -0.5093 -0.152
N -1.8038 -2.1801 -0.0204 0.076
H 4.0655 -0.5787 3.8946 0.105
H 4.6355 2.6842 2.0642 0.111
H 5.1544 4.3420 0.2505 0.094
H 3.7296 4.3160 -1.8062 0.088
H 1.9997 2.5391 -2.0161 0.105
H 0.8255 -4.2443 3.6177 0.099
H -2.2877 -4.8926 1.8720 0.109
H -4.6176 -4.6468 0.9632 0.093
H -5.0560 -2.7629 -0.6273 0.088
H -3.1809 -1.2371 -1.1932 0.101
C 0.2257 4.1620 3.6448 -0.115
N -0.9741 3.9540 2.8576 -0.268
C -1.7182 2.8247 3.3684 -0.104
C -0.6102 3.7417 1.4568 -0.220
C -1.7979 3.6128 0.5306 -0.329
C -2.6421 4.7148 0.4346 -0.098
C -3.7159 4.7091 -0.4389 -0.157
C -3.9139 3.5894 -1.2303 -0.169
C -3.0644 2.4990 -1.1009 -0.210
C -1.9656 2.4262 -0.2191 -0.151
H -0.0458 4.3161 4.6915 0.074
H 0.7386 5.0572 3.2885 0.075
H 0.9270 3.3119 3.5838 0.074
H -2.1394 3.0807 4.3448 0.076
H -1.0848 1.9181 3.4811 0.091
H -2.5302 2.6021 2.6758 0.081
H 0.0304 2.8453 1.3552 0.058
H -0.0179 4.6135 1.1513 0.117
H -2.4549 5.5905 1.0508 0.094
H -4.3836 5.5673 -0.5112 0.075
H -4.7387 3.5757 -1.9472 0.073
H -3.2739 1.6422 -1.7453 0.048